(1)
86
Properties=species:S:1:pos:R:3:lowdin_spin:R:1 method="wB97M-V/def2-TZVPD" orbital_gap_ha="0.2222 / 0.2359" multiplicity=6 de_lowest_kcal_mol=15.1 charge=+2 energy_ha=-4584.69721 lumo_energy_ev="-5.992 / -7.017"
Ir -0.697 1.131 0.995 2.874
C 5.906 -0.355 1.498 0.002
C 4.599 0.382 1.387 0.011
C 4.380 1.336 0.407 0.006
C 3.178 2.048 0.347 0.016
C 2.871 3.140 -0.537 0.007
N 3.093 3.236 -1.809 0.007
C 3.537 2.169 -2.728 0.001
C 2.419 1.177 -3.046 0.001
C 1.227 1.717 -3.838 0.001
N 0.140 2.207 -2.971 0.005
C -1.057 2.458 -3.405 0.005
C -2.208 2.709 -2.607 0.011
C -3.438 2.917 -3.256 0.008
C -4.627 3.020 -2.564 0.007
C -5.936 3.285 -3.252 0.001
C -4.565 2.834 -1.182 0.000
C -3.383 2.597 -0.480 0.013
C -3.512 2.306 0.934 0.035
N -2.608 1.853 1.727 0.128
C -2.955 1.561 3.124 0.006
C -2.355 0.234 3.592 0.004
C -0.909 0.303 4.064 0.007
N 0.033 0.647 2.987 0.109
C 1.282 0.397 3.157 0.040
C 2.334 0.775 2.236 0.016
C 3.566 0.131 2.293 -0.003
C 2.126 1.772 1.253 0.020
O 1.005 2.409 1.091 0.179
C -2.151 2.607 -1.189 0.016
O -0.993 2.516 -0.618 0.138
H 6.571 -0.108 0.673 0.000
H 5.746 -1.434 1.489 0.000
H 6.418 -0.106 2.428 0.001
H 5.187 1.573 -0.276 0.000
H 2.340 3.981 -0.102 0.001
H 2.831 4.113 -2.241 0.000
H 4.379 1.647 -2.286 0.000
H 3.896 2.667 -3.627 0.000
H 2.073 0.695 -2.129 0.000
H 2.876 0.388 -3.644 0.000
H 0.815 0.908 -4.438 0.000
H 1.528 2.522 -4.513 0.000
H 0.236 2.201 -1.953 0.000
H -1.192 2.420 -4.484 0.000
H -3.446 2.990 -4.339 0.000
H -5.833 3.213 -4.333 0.000
H -6.303 4.285 -3.018 0.000
H -6.697 2.570 -2.938 0.000
H -5.494 2.854 -0.620 0.000
H -4.514 2.454 1.343 0.006
H -4.042 1.537 3.228 0.003
H -2.581 2.381 3.743 0.000
H -2.464 -0.522 2.806 0.001
H -2.948 -0.121 4.436 0.000
H -0.617 -0.653 4.506 0.004
H -0.818 1.068 4.839 0.000
H 1.590 -0.140 4.058 0.006
H 3.723 -0.618 3.062 0.000
C 0.150 -5.699 -0.477 0.000
C -0.095 -5.269 0.966 0.008
Sb 0.172 -3.182 1.347 0.046
C -3.035 -3.251 0.971 0.672
C -3.297 -4.075 -0.234 0.112
C 2.288 -3.181 0.964 0.027
C 3.058 -3.679 2.186 0.001
H 0.054 -6.782 -0.559 0.000
H 1.150 -5.432 -0.819 0.000
H -0.566 -5.246 -1.161 0.000
H 0.611 -5.757 1.643 0.001
H -1.096 -5.539 1.300 0.001
H -2.967 -2.176 0.875 0.039
H -3.215 -3.656 1.959 0.036
H -2.744 -3.715 -1.103 0.008
H -4.362 -4.036 -0.502 0.039
H -3.058 -5.127 -0.078 0.006
H 2.554 -2.152 0.712 0.000
H 2.484 -3.801 0.089 0.001
H 2.839 -3.088 3.080 0.001
H 4.136 -3.633 2.021 0.000
H 2.823 -4.718 2.424 0.000
O -1.593 -0.375 -0.241 0.186
Se -0.269 -1.024 -1.057 0.016
O -0.340 -0.826 -2.637 0.013
O 0.950 -0.227 -0.296 0.081
O -0.196 -2.639 -0.653 0.010

***

(2)
86
Properties=species:S:1:pos:R:3:lowdin_charge:R:1 method="wB97M-V/def2-TZVPD" orbital_gap_ha=0.1850 charge=-2 energy_ha=-12580.23959 lumo_energy_ev=4.297
Ag -0.327 -0.754 0.032 0.683
C -0.348 -2.612 3.512 -0.114
C 0.805 -1.602 3.613 -0.704
C 1.247 -1.455 5.068 -0.113
C 1.983 -2.137 2.789 -0.121
P 0.150 -0.022 2.777 1.110
C 1.734 0.937 2.498 -0.311
N 2.166 0.882 1.116 -0.034
B 1.578 0.116 0.017 -0.516
N 2.242 0.682 -1.158 -0.037
C 1.909 0.450 -2.548 -0.305
P 0.170 -0.240 -2.734 1.113
C -0.407 0.846 -4.208 -0.704
C 0.505 1.085 -5.411 -0.105
C -1.750 0.266 -4.666 -0.114
C -0.694 2.187 -3.511 -0.117
C 0.505 -2.005 -3.371 -0.705
C 1.546 -2.676 -2.467 -0.125
C 0.976 -2.107 -4.820 -0.112
C -0.825 -2.755 -3.195 -0.111
C 3.136 1.660 -0.782 -0.185
C 3.980 2.469 -1.525 -0.039
C 4.769 3.413 -0.861 -0.144
C 4.716 3.539 0.519 -0.143
C 3.873 2.724 1.280 -0.038
C 3.086 1.786 0.632 -0.186
C -0.651 1.110 4.090 -0.703
C -1.866 0.342 4.623 -0.113
C -1.175 2.277 3.231 -0.113
C 0.187 1.657 5.243 -0.105
H -0.004 -3.618 3.778 0.075
H -0.737 -2.640 2.490 0.064
H -1.172 -2.344 4.178 0.062
H 1.650 -2.410 5.427 0.076
H 0.411 -1.182 5.713 0.052
H 2.031 -0.700 5.171 0.070
H 2.227 -3.153 3.122 0.076
H 2.879 -1.523 2.903 0.070
H 1.722 -2.164 1.730 0.040
H 2.521 0.591 3.182 0.083
H 1.532 1.980 2.759 0.071
H 2.636 -0.211 -3.036 0.080
H 1.949 1.401 -3.082 0.058
H 0.652 0.182 -6.001 0.048
H 1.485 1.462 -5.109 0.065
H 0.048 1.840 -6.063 0.075
H -1.616 -0.633 -5.274 0.056
H -2.302 0.999 -5.264 0.077
H -2.360 0.008 -3.797 0.082
H 0.224 2.711 -3.231 0.072
H -1.278 2.031 -2.598 0.071
H -1.264 2.845 -4.176 0.078
H 2.546 -2.255 -2.597 0.066
H 1.600 -3.745 -2.706 0.076
H 1.268 -2.559 -1.418 0.037
H 1.887 -1.526 -4.986 0.071
H 0.207 -1.761 -5.512 0.051
H 1.194 -3.155 -5.061 0.076
H -1.212 -2.619 -2.180 0.058
H -0.685 -3.828 -3.365 0.077
H -1.582 -2.394 -3.895 0.061
H 4.030 2.380 -2.604 0.093
H 5.425 4.058 -1.434 0.080
H 5.336 4.276 1.016 0.080
H 3.837 2.830 2.358 0.094
H -2.400 -0.128 3.793 0.083
H -2.559 1.023 5.128 0.077
H -1.576 -0.437 5.333 0.056
H -1.642 1.911 2.310 0.060
H -0.376 2.964 2.943 0.072
H -1.922 2.853 3.788 0.079
H 0.524 0.870 5.917 0.047
H -0.415 2.363 5.827 0.076
H 1.065 2.195 4.878 0.066
Br -7.295 1.533 -0.184 0.593
C -5.723 0.460 -0.065 -0.792
C -5.818 -0.913 0.005 -0.794
Br -7.518 -1.771 0.068 0.590
C -4.633 -1.670 0.058 -0.645
Br -4.703 -3.582 0.129 0.641
C -3.340 -1.128 0.047 -0.464
O -2.290 -1.873 0.077 -0.253
C -3.238 0.341 0.004 -0.479
O -2.102 0.923 0.024 -0.221
C -4.451 1.054 -0.067 -0.645
Br -4.260 2.957 -0.144 0.640

***

(3)
101
Properties=species:S:1:pos:R:3:lowdin_charge:R:1 method="wB97M-V/def2-TZVPD" orbital_gap_ha=0.2927 charge=0 energy_ha=-3709.67374 lumo_energy_ev=0.052
C -7.378 -0.363 -0.634 -0.146
O -5.927 -0.162 -0.769 -0.300
C -5.477 -0.451 -2.171 -0.186
C -6.047 0.778 -3.092 -0.170
C -5.122 1.169 -4.387 -0.203
C -3.511 1.250 -4.099 -0.228
C -3.068 2.248 -2.877 -0.213
C -3.433 3.830 -3.100 -0.209
C -4.860 4.316 -2.456 -0.214
C -5.159 3.784 -0.936 -0.236
C -4.141 4.388 0.216 -0.195
C -4.404 3.441 1.569 -0.212
C -3.350 2.164 1.578 -0.202
C -3.340 1.579 3.111 -0.100
B -2.966 -0.053 3.198 -0.361
O -1.531 -0.388 3.076 0.173
B -1.417 -1.748 2.513 -0.366
C -0.483 -2.214 1.242 -0.008
C -1.095 -1.917 -0.280 -0.010
C -0.261 -2.388 -1.612 -0.064
C 1.173 -3.164 -1.395 -0.065
C 1.820 -3.448 0.088 -0.051
C 0.989 -2.985 1.431 -0.005
O -2.278 -2.814 3.136 0.100
B -3.696 -2.393 3.081 -0.544
P -5.115 -3.653 2.634 0.941
C -5.947 -3.168 0.959 -0.291
O -4.448 -5.271 2.408 -0.393
O -4.076 -1.004 3.406 0.122
H -7.605 -0.723 0.480 0.094
H -8.019 0.616 -0.792 0.101
H -7.835 -1.180 -1.337 0.103
H -5.912 -1.505 -2.451 0.129
H -4.312 -0.538 -2.113 0.111
H -6.317 1.704 -2.405 0.104
H -7.093 0.407 -3.531 0.123
H -5.456 2.264 -4.725 0.108
H -5.311 0.466 -5.309 0.113
H -2.970 1.645 -5.083 0.118
H -3.095 0.161 -3.874 0.103
H -1.878 2.188 -2.816 0.120
H -3.462 1.779 -1.880 0.089
H -2.584 4.459 -2.553 0.107
H -3.341 4.098 -4.260 0.123
H -5.735 3.915 -3.155 0.097
H -4.897 5.496 -2.493 0.117
H -6.251 4.151 -0.654 0.124
H -5.159 2.621 -0.802 0.076
H -4.453 5.515 0.417 0.114
H -2.990 4.286 -0.078 0.109
H -5.480 2.963 1.429 0.113
H -4.416 4.058 2.564 0.113
H -3.613 1.349 0.752 0.116
H -2.290 2.603 1.285 0.120
H -2.497 2.152 3.730 0.128
H -4.368 1.837 3.609 0.111
H -2.158 -1.379 -0.349 0.095
H -0.672 -2.185 -2.694 0.080
H 1.743 -3.520 -2.375 0.089
H 2.862 -4.007 0.250 0.076
H 1.434 -3.197 2.517 0.104
H -5.215 -2.416 0.440 0.040
H -6.995 -2.716 1.242 0.043
H -6.092 -4.072 0.225 0.070
H -3.717 -5.376 3.103 0.066
F 7.411 -5.395 -0.499 0.087
C 6.542 -5.171 0.510 -0.291
F 5.607 -6.155 0.437 0.090
C 5.883 -3.799 0.421 -0.426
F 5.117 -3.688 -0.697 0.112
F 5.017 -3.672 1.476 0.091
C 6.851 -2.607 0.487 -0.058
O 7.244 -2.041 -0.767 0.035
C 8.326 -2.699 -1.423 -0.477
F 8.894 -3.581 -0.567 0.122
F 9.263 -1.739 -1.646 0.139
C 7.912 -3.338 -2.754 -0.262
F 6.911 -4.241 -2.591 0.085
F 8.951 -4.011 -3.319 0.092
H 7.073 -5.293 1.460 0.176
H 6.310 -1.796 0.990 0.122
H 7.713 -2.802 1.137 0.150
H 7.570 -2.581 -3.465 0.176
F 8.003 2.325 1.756 0.090
C 7.671 1.100 2.218 -0.287
F 8.243 0.203 1.372 0.093
C 6.162 0.889 2.282 -0.428
F 5.602 0.931 1.044 0.128
F 5.929 -0.378 2.750 0.092
C 5.409 1.857 3.208 -0.052
O 4.805 2.992 2.580 0.035
C 5.672 4.103 2.362 -0.478
F 6.830 3.901 3.035 0.121
F 5.072 5.165 2.963 0.139
C 5.889 4.403 0.874 -0.262
F 6.404 3.335 0.213 0.087
F 6.770 5.426 0.703 0.093
H 8.132 0.963 3.202 0.177
H 4.561 1.295 3.620 0.153
H 5.999 2.141 4.088 0.147
H 4.949 4.678 0.388 0.177